C8H14N2O3 | the ωB97M-V functional and the def2-TZVPD basis

Properties
HOMO   -9.43 eV
Charge   0
Energy above the lowest of the compared OMol25 structures with the same formula, charge and spin   35.3 kcal/mol
Total energy   -17645.2909 eV

Each line ends with the Mulliken charge.
Geometry (Å):
C (-1.9419, 1.5142, 0.9434)  -1.30
C (-2.3111, 0.0231, 0.8150)  0.31
N (-1.2024, -0.9025, 0.9950)  -0.19
C (0.1000, -0.8626, 0.7037)  -0.18
O (0.9584, -1.3708, 1.4172)  -0.67
C (0.5774, -0.1679, -0.6048)  0.64
C (1.8150, -0.9631, -1.0822)  -1.05
C (3.0112, -0.3950, -0.3737)  -0.29
C (2.5061, 1.0169, -0.0617)  -0.86
N (1.0498, 1.1603, -0.2705)  -0.46
C (-2.9323, -0.2358, -0.5417)  0.28
O (-3.5082, 0.6652, -1.1165)  -0.56
O (-3.1013, -1.5441, -0.9313)  -0.50
H (-1.2481, 1.9026, 0.1804)  0.25
H (-2.8975, 1.9277, 0.9783)  0.48
H (-1.4775, 1.6677, 1.9450)  0.37
H (-3.0514, -0.2580, 1.5472)  0.46
H (-1.3107, -1.4774, 1.8625)  0.24
H (-0.2248, -0.1172, -1.4195)  0.33
H (2.0120, -0.6981, -2.0863)  0.45
H (1.6924, -2.0450, -1.0784)  0.36
H (3.8216, -0.4850, -1.1485)  0.31
H (3.4202, -1.0597, 0.4582)  0.22
H (2.7319, 1.2352, 0.9810)  0.26
H (3.0097, 1.7997, -0.5819)  0.39
H (0.9490, 1.6781, -1.0900)  0.31
H (-2.4475, -2.0083, -0.4398)  0.42

Atomic forces in eV per Å
C 1.24 -1.38 1.28
C 2.10 0.39 -1.54
N -1.45 -2.18 2.93
C 2.33 0.89 -1.14
O -1.03 -0.02 -0.16
C -1.05 -1.45 -0.25
C -0.99 -0.55 -0.11
C 1.43 -1.50 -0.29
C 0.86 0.38 2.00
N 0.84 -1.04 0.66
C -2.86 0.85 -0.76
O 0.90 -1.22 0.08
O -0.09 2.06 -0.39
H -0.69 -0.29 0.27
H -1.27 1.62 -0.33
H -0.18 -0.10 -0.69
H -0.29 0.02 0.24
H 0.20 0.78 -0.95
H 0.83 -0.12 1.23
H -0.39 0.25 -1.48
H -0.02 0.01 0.33
H -0.39 0.80 0.82
H -1.04 1.38 -0.57
H -0.10 -0.05 0.20
H 0.44 0.44 -0.75
H -0.33 1.25 -1.44
H 1.01 -1.21 0.79